(1)
The following is a quantum chemistry calculation of a structure of composition C34H54N4OsP2Si2 at a distorted geometry, from the Open Molecules 2025 dataset.

XYZ file:
```
97
Properties=species:S:1:pos:R:3:mulliken_charge:R:1
Os -0.19 -1.37 0.33 2.634
C -0.77 4.14 2.48 -0.825
C -1.33 3.36 1.55 -0.607
C -1.08 3.31 0.08 1.166
C 0.16 4.04 -0.46 -1.325
C 1.45 3.36 -0.09 -0.373
C 2.02 3.31 1.12 -0.204
C 1.81 4.32 2.21 -0.968
C 0.45 5.03 2.33 -0.800
C 0.17 -3.38 0.55 -1.871
H -1.25 4.23 3.47 0.386
H -2.07 2.62 1.86 0.478
H -1.95 3.71 -0.45 0.479
H -1.01 2.25 -0.22 -0.708
H 0.09 4.01 -1.56 0.388
H 0.12 5.09 -0.16 0.469
H 2.00 2.97 -0.97 0.415
H 2.84 2.60 1.32 0.516
H 2.53 5.15 2.07 0.463
H 2.12 3.89 3.17 0.377
H 0.48 5.61 3.27 0.390
H 0.34 5.75 1.50 0.369
H 1.25 -3.47 0.79 0.575
H -0.05 -4.01 -0.31 0.452
H -0.39 -3.76 1.42 0.586
P 1.51 -1.30 -1.14 -0.187
P -1.74 -0.59 -1.31 -0.426
N 2.79 -0.15 -1.56 1.477
N 2.38 -2.71 -2.15 0.434
N -1.83 0.73 -2.93 0.823
N -3.36 -1.23 -1.85 0.823
C 0.47 -0.93 -2.60 -1.791
C -0.80 -1.72 -2.42 -3.116
C 4.10 -0.26 -1.07 -0.633
C 4.96 0.40 -1.94 -0.878
C 4.18 0.95 -3.00 -0.644
C 2.86 0.62 -2.74 -0.931
C 2.73 -3.98 -1.73 -0.232
C 3.25 -4.71 -2.80 -0.675
C 3.20 -3.86 -3.94 -0.741
C 2.69 -2.64 -3.51 -0.135
C -2.22 2.05 -2.87 -0.568
C -2.04 2.66 -4.12 -0.882
C -1.57 1.65 -5.00 -0.896
C -1.51 0.47 -4.25 -0.444
C -4.40 -0.48 -2.40 -0.593
C -5.11 -1.27 -3.30 -0.652
C -4.52 -2.58 -3.27 -0.765
C -3.49 -2.53 -2.35 -0.565
H 0.90 -1.10 -3.59 0.573
H 0.30 0.15 -2.50 0.986
H -1.27 -2.01 -3.36 0.861
H -0.68 -2.65 -1.82 1.047
H 4.29 -0.81 -0.16 0.443
H 6.04 0.47 -1.85 0.489
H 4.51 1.50 -3.88 0.512
H 1.97 0.87 -3.31 0.632
H 2.61 -4.25 -0.69 0.491
H 3.62 -5.72 -2.77 0.460
H 3.50 -4.07 -4.96 0.485
H 2.53 -1.73 -4.08 0.457
H -2.64 2.46 -1.97 0.613
H -2.25 3.70 -4.36 0.506
H -1.33 1.73 -6.05 0.530
H -1.22 -0.51 -4.61 0.545
H -4.56 0.54 -2.10 0.481
H -5.94 -0.96 -3.92 0.463
H -4.80 -3.44 -3.86 0.473
H -2.81 -3.31 -2.01 0.507
C -2.53 0.31 3.41 -0.710
Si -1.84 -1.32 2.88 0.327
C -2.05 -2.51 4.34 -1.224
C -2.76 -2.03 1.42 -0.480
C 0.01 -1.27 2.36 -0.292
Si 1.01 -0.32 3.76 0.088
C 0.83 -1.26 5.40 -1.075
C 2.78 -0.29 3.16 -0.788
C 0.64 1.46 4.23 -0.357
H -3.53 0.11 3.81 0.509
H -2.62 0.99 2.56 -0.158
H -1.95 0.80 4.19 0.234
H -3.11 -2.82 4.34 0.452
H -1.43 -3.41 4.26 0.359
H -1.84 -2.01 5.29 0.327
H -3.55 -1.39 1.00 0.359
H -2.01 -2.32 0.61 -0.241
H -3.19 -3.00 1.74 0.572
H 0.44 -2.28 2.61 0.170
H 0.82 -2.35 5.28 0.336
H 1.71 -0.99 6.02 0.382
H -0.07 -0.96 5.95 0.284
H 2.91 0.48 2.38 -0.030
H 3.44 -0.07 4.01 0.464
H 3.07 -1.26 2.73 0.280
H 0.87 2.16 3.42 -0.648
H -0.38 1.67 4.56 0.548
H 1.30 1.70 5.08 0.494
```

Properties
- charge = +2
- strongest force on any atom (eV Å⁻¹) = 5.4
- electronic energy (Eh) = -2898.43141
- relative energy (zero: lowest compared OMol25 entry of this formula, charge and spin) (kJ/mol) = 477.4
- <S²> = 6.077
- spin multiplicity = 5


(2)
The following is a quantum chemistry calculation of the ion C3H8N3O with charge +1 at a distorted geometry, from the Open Molecules 2025 dataset.

XYZ file:
```
15
Properties=species:S:1:pos:R:3:mulliken_charge:R:1
N -1.84 0.64 0.22 -0.367
C -0.90 -0.59 0.15 -0.258
N 0.03 -0.24 -0.84 -0.226
C 1.43 -1.13 -0.46 -0.381
C 1.99 -0.31 0.41 0.007
O 1.51 1.01 0.45 -0.284
N 0.51 1.05 -0.65 -0.289
H -1.29 1.40 0.71 0.408
H -2.81 0.50 0.63 0.345
H -1.74 1.12 -0.66 0.355
H -0.35 -0.85 1.07 0.359
H -1.68 -1.30 -0.11 0.295
H 1.44 -2.20 -0.63 0.362
H 2.69 -0.56 1.22 0.372
H 0.99 1.44 -1.50 0.305
```

Properties
- charge = +1
- strongest force on any atom (eV Å⁻¹) = 5.1
- electronic energy (Eh) = -358.19883
- relative energy (zero: lowest compared OMol25 entry of this formula, charge and spin) (kJ/mol) = 518.8